Record 1
{
  "formula": "C36H69N5O21",
  "method": "ωB97M-V/def2-TZVPD",
  "species": ["C", "O", "H", "H", "H", "H", "C", "C", "C", "O", "C", "O", "O", "H", "H", "H", "H", "H", "H", "C", "C", "C", "O", "C", "O", "O", "H", "H", "H", "H", "H", "H", "C", "C", "C", "O", "C", "O", "O", "H", "H", "H", "H", "H", "H", "C", "C", "C", "O", "C", "O", "O", "H", "H", "H", "H", "H", "H", "C", "C", "C", "O", "C", "O", "O", "H", "H", "H", "H", "H", "H", "C", "O", "N", "C", "C", "H", "H", "H", "H", "H", "H", "H", "C", "O", "N", "C", "C", "H", "H", "H", "H", "H", "H", "H", "C", "O", "N", "C", "C", "H", "H", "H", "H", "H", "H", "H", "C", "O", "N", "C", "C", "H", "H", "H", "H", "H", "H", "H", "C", "O", "N", "C", "C", "H", "H", "H", "H", "H", "H", "H"],
  "coordinates": [[3.7577, 0.7459, -0.4942], [4.3483, 1.8717, 0.1950], [2.8488, 1.1797, -0.9109], [4.3440, 0.3262, -1.3117], [3.4470, -0.1263, 0.0810], [5.1577, 1.6036, 0.6361], [2.7418, -3.8570, -6.9895], [2.4205, -4.5728, -5.6795], [3.5038, -4.3918, -4.5597], [2.7223, -4.0539, -3.4391], [1.4613, -3.6537, -3.8251], [0.6606, -3.0308, -3.1082], [1.2812, -4.0046, -5.1605], [3.7631, -4.1582, -7.2229], [2.8216, -2.7700, -6.9964], [2.1132, -4.2215, -7.8019], [2.1398, -5.6157, -5.8266], [4.2354, -3.6358, -4.8450], [4.0938, -5.2953, -4.4057], [0.9230, 3.7400, -1.4017], [-0.5898, 3.4784, -1.3489], [-1.2838, 4.0005, -2.5928], [-2.1746, 2.9333, -2.8888], [-1.9903, 1.9046, -2.0492], [-2.7267, 0.9453, -1.9324], [-0.8724, 2.0748, -1.3327], [1.4907, 3.2989, -0.5823], [1.1198, 4.8100, -1.3347], [1.3792, 3.3627, -2.3169], [-1.0803, 3.9016, -0.4723], [-0.6560, 4.1483, -3.4715], [-1.7377, 4.9398, -2.2768], [-1.2116, -5.5284, 0.7320], [-2.1844, -4.3794, 0.4568], [-2.2779, -3.8922, -1.0099], [-3.6995, -3.9811, -1.1646], [-4.3379, -4.5527, -0.1296], [-5.5501, -4.7463, 0.0200], [-3.4405, -4.8745, 0.7505], [-0.2015, -5.1282, 0.6440], [-1.3594, -6.3386, 0.0180], [-1.4545, -5.9255, 1.7176], [-1.9359, -3.5840, 1.1594], [-1.7161, -4.4904, -1.7273], [-1.8227, -2.9041, -1.0770], [-0.1191, 5.0306, 5.4327], [-0.8686, 3.7606, 5.7089], [-2.2122, 3.8346, 6.4340], [-3.0432, 3.0086, 5.7262], [-2.5374, 2.6847, 4.5618], [-3.1204, 1.9986, 3.7650], [-1.2656, 3.1460, 4.4399], [0.8424, 4.9873, 4.9211], [0.0859, 5.5823, 6.3502], [-0.7715, 5.6341, 4.8016], [-0.2744, 2.9764, 6.1781], [-2.7116, 4.7963, 6.3172], [-2.2630, 3.4312, 7.4454], [-0.4830, 0.2881, -5.1925], [1.0006, 0.6706, -4.9587], [1.5027, 0.4008, -3.5410], [2.7855, -0.0100, -3.6812], [2.9530, -0.5064, -4.9870], [3.9326, -1.1076, -5.4067], [1.8543, -0.1579, -5.7308], [-0.6494, 0.1440, -6.2601], [-1.1127, 1.0722, -4.7721], [-0.7604, -0.6133, -4.6461], [1.2442, 1.6589, -5.3487], [0.8645, -0.4244, -3.2251], [1.3986, 1.1937, -2.8004], [-0.2345, -1.5726, 2.1222], [0.2465, -2.6636, 1.9422], [-0.3309, -0.6824, 1.1247], [-1.1836, 0.5291, 1.2365], [0.1587, -0.9384, -0.2583], [-0.4946, -1.1129, 3.0883], [-1.6094, 0.5905, 2.2381], [-2.0021, 0.5570, 0.5172], [-0.5405, 1.4068, 1.1717], [-0.5943, -0.5904, -0.9654], [1.0426, -0.3659, -0.5394], [0.2577, -2.0021, -0.4750], [-7.0196, -0.9728, 0.6487], [-8.0199, -1.2932, -0.0498], [-5.7345, -0.8715, 0.1350], [-5.4825, -1.2649, -1.3162], [-4.5895, -0.2897, 0.8895], [-6.9380, -0.6195, 1.6883], [-5.1477, -0.4465, -1.9535], [-6.3835, -1.6218, -1.8152], [-4.8033, -2.1170, -1.2889], [-4.1099, 0.4515, 0.2500], [-4.9596, 0.2430, 1.7654], [-3.8127, -1.0216, 1.1109], [4.7893, -5.0383, 0.3517], [5.1709, -6.0117, 1.0291], [3.6304, -4.3370, 0.6607], [3.0608, -3.3860, -0.2238], [2.6718, -4.6730, 1.6932], [5.2452, -4.6571, -0.5752], [2.2366, -3.8386, -0.7751], [3.8640, -3.0894, -0.8983], [2.6239, -2.4941, 0.2254], [2.2593, -3.7387, 2.0739], [1.8933, -5.4022, 1.4689], [3.1440, -5.2269, 2.5046], [2.6274, 2.4036, 3.3731], [2.0413, 3.3846, 3.6441], [2.5080, 1.2002, 3.9393], [3.1871, -0.0009, 3.5257], [1.4923, 0.9434, 4.9226], [3.3432, 2.3431, 2.5387], [2.4956, -0.4673, 2.8241], [3.5250, -0.6504, 4.3333], [4.0168, 0.2083, 2.8505], [1.8213, 0.4077, 5.8131], [0.9749, 1.8115, 5.3312], [0.6982, 0.4522, 4.3603], [-1.4206, 6.8469, 0.5306], [-2.6067, 6.9003, 0.1838], [-1.0339, 5.8358, 1.3770], [0.3822, 5.4909, 1.7643], [-1.9849, 4.9333, 1.9299], [-0.5804, 7.4301, 0.1231], [0.5473, 4.4165, 1.6841], [0.5865, 5.8223, 2.7824], [1.1193, 5.9931, 1.1377], [-2.2814, 5.0600, 2.9711], [-2.8596, 4.8438, 1.2858], [-1.6462, 3.9196, 1.7156]],
  "homo_lumo_gap_ev": 8.54,
  "homo_energy_ev": -8.5,
  "e_tot_ha": -3266.9141,
  "smiles": "C[C@H]1COC(=O)O1.C[C@H]1COC(=O)O1.C[C@H]1COC(=O)O1.C[C@H]1COC(=O)O1.C[C@H]1COC(=O)O1.CN(C)C=O.CN(C)C=O.CN(C)C=O.CN(C)C=O.CN(C)C=O.CO",
  "relative_energy_kj_mol": 266.34
}

Record 2
{
  "formula": "C36H70AlF3N3O4Si",
  "method": "ωB97M-V/def2-TZVPD",
  "species": ["C", "C", "C", "C", "C", "C", "Al", "C", "C", "F", "C", "C", "C", "C", "C", "C", "C", "O", "C", "C", "F", "F", "C", "C", "Si", "C", "C", "C", "C", "C", "C", "C", "C", "H", "H", "H", "H", "H", "H", "H", "H", "H", "H", "H", "H", "H", "H", "H", "H", "H", "H", "H", "H", "H", "H", "H", "H", "H", "H", "H", "H", "H", "H", "H", "H", "H", "H", "H", "H", "H", "H", "H", "H", "H", "H", "H", "H", "H", "H", "H", "H", "H", "C", "O", "N", "C", "C", "H", "H", "H", "H", "H", "H", "H", "C", "O", "N", "C", "C", "H", "H", "H", "H", "H", "H", "H", "C", "O", "N", "C", "C", "H", "H", "H", "H", "H", "H", "H"],
  "coordinates": [[-5.0450, 4.6127, 0.6120], [-5.4512, 3.3529, -0.2934], [-6.0942, 3.7837, -1.6624], [-7.1751, 2.7969, -2.2544], [-6.9885, 1.2717, -1.8973], [-5.9227, 0.5507, -2.8409], [-4.2620, -0.1554, -1.8931], [-4.1341, -2.1680, -2.3064], [-5.4044, -2.9918, -1.9108], [-6.5247, -2.1996, -1.5046], [-4.1930, 0.1808, 0.1177], [-3.9756, -1.1182, 1.0087], [-4.5550, -0.7936, 2.4606], [-6.1314, -0.8458, 2.5260], [-6.6449, -2.2678, 3.0005], [-7.0160, -3.1084, 1.7192], [-7.2043, -4.6247, 2.1521], [-6.1875, -5.5217, 1.6965], [-4.8658, -5.0385, 1.9598], [-2.6245, 0.7719, -2.7232], [-2.9706, 1.0926, -4.0919], [-2.3870, 2.0190, -2.0857], [-1.3143, -0.0753, -2.8144], [-0.9901, -0.9378, -1.5317], [0.6354, -0.4274, -0.6457], [1.0801, -1.8817, 0.5476], [2.0767, -0.1307, -1.8670], [0.3207, 1.1946, 0.3045], [-0.7259, 1.2810, 1.3345], [-0.9726, 2.5297, 2.0215], [-0.2066, 3.7311, 1.7266], [0.8538, 3.6403, 0.7358], [1.1181, 2.3845, 0.0338], [-5.6517, 4.6318, 1.5605], [-5.0932, 5.5799, 0.0557], [-3.9803, 4.4779, 0.9594], [-6.1014, 2.7173, 0.3498], [-4.4709, 2.8620, -0.5441], [-5.2761, 4.0381, -2.3894], [-6.6296, 4.7618, -1.4647], [-8.2330, 3.1081, -2.0321], [-7.0810, 2.8635, -3.3777], [-7.9807, 0.7778, -2.1258], [-6.8185, 1.0715, -0.8051], [-5.6835, 1.2301, -3.7123], [-6.4347, -0.3403, -3.3128], [-3.2461, -2.6691, -1.8453], [-4.0479, -2.2431, -3.4321], [-5.7687, -3.6196, -2.7749], [-5.2038, -3.7297, -1.0808], [-5.0720, 0.7238, 0.5449], [-3.2972, 0.8446, 0.3194], [-4.4012, -2.0538, 0.5692], [-2.8728, -1.3058, 1.1797], [-4.2583, 0.2786, 2.6528], [-4.0331, -1.4039, 3.2434], [-6.5320, 0.0090, 3.1356], [-6.4941, -0.6539, 1.4745], [-7.5663, -2.1081, 3.6143], [-5.8384, -2.7362, 3.6235], [-8.0091, -2.7524, 1.3241], [-6.2938, -2.9951, 0.8792], [-8.1617, -4.9753, 1.6742], [-7.3472, -4.6556, 3.2655], [-4.7862, -4.5428, 2.9632], [-4.5581, -4.3368, 1.1413], [-4.1616, -5.9126, 1.9067], [-0.4605, 0.6566, -2.9639], [-1.3422, -0.6967, -3.7413], [-0.8092, -1.9977, -1.8780], [-1.7811, -0.9263, -0.7412], [0.2898, -2.6719, 0.4512], [1.1476, -1.4734, 1.5889], [2.0787, -2.2870, 0.2380], [1.9692, 0.8596, -2.3772], [3.0134, -0.0701, -1.2447], [2.2077, -0.9640, -2.6038], [-1.3273, 0.3722, 1.5810], [-1.7855, 2.5639, 2.7800], [-0.4367, 4.6819, 2.2518], [1.4641, 4.5431, 0.5117], [1.9431, 2.3594, -0.7115], [5.3555, 0.3304, 0.0249], [4.3326, 0.9822, -0.1037], [6.5692, 0.6862, -0.4471], [7.7453, -0.1434, -0.2517], [6.6991, 1.9358, -1.1704], [5.3659, -0.6344, 0.5579], [8.4929, 0.4273, 0.3048], [8.1501, -0.4244, -1.2260], [7.4985, -1.0412, 0.3035], [6.3898, 2.7613, -0.5250], [6.0464, 1.9163, -2.0458], [7.7310, 2.0848, -1.4863], [7.9997, -0.9873, 3.5899], [8.0347, -1.1480, 2.3835], [7.2027, -0.1044, 4.2338], [7.2146, 0.0332, 5.6760], [6.3060, 0.7323, 3.4532], [8.6391, -1.5718, 4.2725], [6.2179, -0.1850, 6.0660], [7.4900, 1.0578, 5.9371], [7.9313, -0.6539, 6.1252], [5.6257, 0.0983, 2.8828], [6.8905, 1.3331, 2.7532], [5.7326, 1.3872, 4.1069], [9.8544, -0.8905, -3.4604], [9.2790, -1.6242, -2.6813], [10.9936, -0.2078, -3.1903], [11.6267, 0.6518, -4.1697], [11.5970, -0.3441, -1.8765], [9.4784, -0.7188, -4.4828], [12.6396, 0.2909, -4.3639], [11.6737, 1.6705, -3.7773], [11.0647, 0.6554, -5.1031], [11.8430, -1.3929, -1.6996], [10.8832, -0.0216, -1.1161], [12.5006, 0.2602, -1.8098]],
  "homo_lumo_gap_ev": 6.31,
  "homo_energy_ev": -4.7,
  "e_tot_ha": -2710.4322,
  "charge": -1
}